The following is a quantum chemistry calculation of a molecular structure, C30H55BCdN6S3SbSeSi, from the OMol25 dataset.

Geometry as XYZ:
```
99
Properties=species:S:1:pos:R:3
Cd 1.323 -0.754 -1.981
C 3.877 3.053 0.800
C 3.602 1.724 0.215
C 3.092 1.820 -1.241
C 2.648 0.838 1.031
C 2.472 0.976 2.384
C 1.446 0.119 2.677
C 0.930 -0.108 4.080
C 1.367 -1.337 4.879
C -0.654 -0.236 4.234
N 1.052 -0.571 1.578
N 1.831 -0.127 0.523
B 0.028 -1.747 1.331
N 0.420 -2.856 0.312
N 0.244 -2.755 -1.049
C -0.304 -4.050 -1.633
C -0.494 -4.894 -0.414
C -0.005 -4.340 0.591
C 0.142 -5.105 1.702
C -1.080 -5.623 2.457
C 1.494 -5.190 2.327
C -0.329 -4.265 -3.241
C 0.662 -5.327 -3.673
C -0.348 -3.017 -4.044
N -1.263 -1.021 0.502
N -1.004 -0.227 -0.590
C -2.125 -0.233 -1.269
C -3.107 -1.001 -0.626
C -2.522 -1.514 0.453
C -2.958 -2.616 1.409
C -3.955 -3.570 0.737
C -3.562 -1.963 2.705
C -2.236 0.616 -2.557
C -2.553 0.013 -3.909
C -2.948 1.892 -2.240
H 4.531 3.583 0.070
H 4.301 3.105 1.787
H 3.057 3.709 0.946
H 4.552 1.136 0.221
H 1.912 1.995 -1.365
H 3.382 0.867 -1.838
H 3.701 2.674 -1.673
H 2.773 1.627 3.034
H 1.126 0.832 4.745
H 1.470 -2.185 4.132
H 0.808 -1.695 5.833
H 2.407 -1.319 5.140
H -0.659 -1.314 4.166
H -1.380 0.257 3.501
H -1.002 -0.218 5.296
H 0.041 -2.431 2.226
H -1.043 -5.881 -0.580
H 1.510 -5.491 3.645
H 0.023 -3.177 7.888
H -0.580 -6.620 3.037
H -2.223 -5.752 1.812
H -2.982 0.229 -8.270
H 2.312 -5.660 1.883
H 2.126 -4.172 2.425
H -1.406 -4.683 -3.413
H 0.750 -5.372 -4.801
H 0.254 -6.467 -3.243
H 1.869 -5.106 -3.147
H -0.351 -3.349 -5.192
H -0.958 -2.210 -3.668
H 0.720 -2.592 -3.879
H -4.152 -1.121 -1.011
H -1.911 -3.170 1.657
H -4.727 -2.997 0.140
H -4.474 -4.147 1.532
H -3.525 -4.147 -0.048
H -4.115 -1.076 2.518
H -2.891 -1.526 3.381
H -4.212 -2.733 3.331
H -1.141 0.872 -2.611
H -3.449 -0.498 -4.024
H -1.719 -0.654 -4.189
H -2.617 0.824 -4.635
H -4.033 1.951 -2.476
H -2.616 2.611 -2.931
H -2.726 2.253 -1.191
S 4.659 1.003 -4.627
Sb 3.127 -0.700 -4.856
S 3.559 -1.918 -2.708
S 1.087 0.614 -4.002
C -0.343 7.434 0.369
Si 0.464 9.198 0.154
C 0.228 9.771 -1.686
C 2.396 9.011 0.489
Se -0.530 10.646 1.513
H -1.098 7.316 -0.429
H -0.808 7.324 1.353
H 0.512 6.590 0.306
H 0.742 8.976 -2.376
H 0.782 10.715 -1.764
H -0.889 9.710 -1.900
H 2.872 8.791 -0.485
H 2.496 8.163 1.193
H 2.832 9.991 0.836
```

Computed properties:
Energy, Eh: -5822.60035
Spin multiplicity: 2
LUMO (spin up / spin down), eV: 1.692 / 3.215
Charge: -2
HOMO (spin up / spin down), eV: -1.69 / -1.69
Expectation value of S²: 1.761
Relative energy (zero: lowest compared OMol25 entry of this formula, charge and spin), kJ/mol: 1913.9